Entry 1:
ORCA calculation (wB97M-V/def2-TZVPD) on a molecular structure, C27H24ClFIrN2O7S2 in a non-equilibrium geometry.

Atoms and positions in Å:
Ir1 1.781 0.418 -0.487
O1 3.101 0.220 1.392
N1 3.981 1.128 1.656
C1 4.380 1.259 2.936
C2 5.385 2.116 3.299
C3 6.015 2.881 2.315
C4 5.574 2.780 1.020
C5 4.529 1.911 0.679
S1 3.950 1.812 -0.926
H1 3.865 0.614 3.632
H2 5.689 2.185 4.329
H3 6.829 3.542 2.565
H4 6.027 3.348 0.226
C6 -4.565 -3.990 0.512
C7 -4.600 -2.756 1.411
C8 -5.914 -1.998 1.225
C9 -5.947 -0.802 2.164
C10 -4.765 0.072 1.864
C11 -4.805 1.422 2.136
C12 -3.736 2.236 1.778
F1 -3.799 3.539 2.099
C13 -2.645 1.743 1.109
C14 -2.563 0.365 0.885
C15 -1.344 -0.165 0.269
O2 -0.519 0.594 -0.258
C16 -1.225 -1.587 0.364
C17 -2.283 -2.344 0.765
N2 -3.480 -1.854 1.125
C18 -3.612 -0.489 1.285
C19 0.055 -2.328 0.001
O3 -0.037 -3.530 -0.214
O4 1.137 -1.672 -0.036
H5 -5.508 -4.523 0.599
H6 -3.773 -4.678 0.791
H7 -4.428 -3.697 -0.526
H8 -4.528 -3.072 2.461
H9 -6.746 -2.670 1.433
H10 -5.993 -1.655 0.192
H11 -5.918 -1.147 3.202
H12 -6.866 -0.228 2.032
H13 -5.666 1.854 2.624
H14 -1.855 2.384 0.745
H15 -2.137 -3.414 0.788
C20 1.666 4.553 -1.168
S2 0.755 3.025 -0.797
O5 -0.627 3.402 -0.708
O6 1.346 2.514 0.469
O7 1.109 2.083 -1.890
H16 1.114 5.376 -0.736
H17 1.708 4.640 -2.245
H18 2.658 4.476 -0.745
Cl1 1.165 -1.514 -6.624
C21 1.854 -1.436 -5.051
C22 2.812 -0.462 -4.767
C23 3.401 -0.430 -3.532
C24 3.035 -1.359 -2.510
C25 3.706 -1.414 -1.289
C26 2.025 -2.316 -2.834
C27 1.462 -2.358 -4.080
H19 3.086 0.255 -5.527
H20 4.154 0.312 -3.314
H21 4.616 -0.860 -1.141
H22 3.475 -2.185 -0.575
H23 1.719 -3.020 -2.078
H24 0.721 -3.106 -4.320

Calculated values
* HOMO (spin up / spin down): -7.459 / -7.438 eV
* LUMO level (spin up / spin down): -1.82 / -1.75 eV
* energy relative to the best compared isomer or geometry (same formula, charge and spin): 3.754 eV
* strongest force on any atom: 3.8 eV/Å
* HOMO-LUMO gap (spin up / spin down): 5.6 / 5.7 eV
* multiplicity: 2
* <S²>: 0.870

=====

Entry 2:
ORCA calculation (wB97M-V/def2-TZVPD) on 2 unconnected molecules or ions with the total composition C5H11O2 in a non-equilibrium geometry.

Atoms and positions in Å:
C1 -2.249 1.077 0.694
C2 -2.461 0.129 1.868
C3 -2.786 0.440 -0.604
H1 -2.759 2.016 0.930
H2 -1.190 1.310 0.595
H3 -2.186 -0.891 1.587
H4 -3.750 -0.014 -0.370
H5 -2.886 1.170 -1.399
H6 -3.481 0.190 2.246
H7 -1.774 0.255 2.716
H8 -2.028 -0.290 -0.868
C4 1.103 -1.112 -1.117
C5 2.243 -0.314 -0.415
O1 2.213 -0.253 0.831
O2 3.108 0.135 -1.206
H9 0.227 -1.195 -0.462
H10 1.509 -2.035 -1.518
H11 0.671 -0.491 -1.916

Calculated values
* HOMO: -3.785 eV
* net charge: -1
* LUMO level: 3.58 eV
* energy relative to the best compared isomer or geometry (same formula, charge and spin): 0.396 eV
* strongest force on any atom: 1.6 eV/Å
* HOMO-LUMO gap: 7.4 eV
* multiplicity: 1

=====

Entry 3:
ORCA calculation (wB97M-V/def2-TZVPD) on a molecular structure, C12H17Cl5IrO3 in a non-equilibrium geometry.

Atoms and positions in Å:
C1 -1.342 0.568 -1.134
C2 -1.346 -0.597 -1.935
C3 -0.150 -1.309 -1.758
C4 -2.483 -1.010 -2.773
C5 0.705 -0.630 -0.783
C6 -0.104 0.594 -0.374
C7 0.606 1.932 -0.057
C8 -2.284 1.668 -1.173
C9 0.206 -2.597 -2.414
C10 2.145 -0.829 -0.659
Ir1 -0.334 -1.041 0.962
Cl1 -2.497 -1.216 0.731
Cl2 -1.067 -0.820 3.205
Cl3 0.222 -3.191 1.203
H1 -2.949 -0.159 -3.272
H2 -3.264 -1.508 -2.177
H3 -2.150 -1.718 -3.532
H4 -0.342 -3.449 -1.990
H5 1.276 -2.797 -2.303
H6 -0.031 -2.531 -3.479
H7 2.393 -1.881 -0.375
H8 2.546 -0.207 0.165
H9 2.680 -0.576 -1.597
H10 1.573 1.744 0.276
H11 0.009 2.487 0.612
H12 0.597 2.313 -1.047
H13 -3.307 1.341 -1.375
H14 -2.004 2.339 -2.001
H15 -2.286 2.268 -0.248
O1 -1.551 3.647 2.221
H16 -1.174 2.923 2.844
Cl4 3.610 -0.942 3.392
C11 2.674 0.526 3.848
Cl5 3.622 2.023 3.625
C12 1.406 0.694 3.015
O2 0.604 1.527 3.488
O3 1.367 0.007 1.952
H17 2.426 0.410 4.915

Calculated values
* HOMO (spin up / spin down): 0.052 / 0.463 eV
* net charge: -2
* LUMO level (spin up / spin down): 4.69 / 3.44 eV
* strongest force on any atom: 4.5 eV/Å
* HOMO-LUMO gap (spin up / spin down): 4.6 / 3.0 eV
* multiplicity: 6
* <S²>: 8.776

=====

Entry 4:
ORCA calculation (wB97M-V/def2-TZVPD) on a molecular structure, C4H5NO.

Atoms and positions in Å:
C1 -1.692 -0.361 -0.083
C2 -0.215 -0.234 -0.107
C3 0.747 0.875 0.292
O1 1.698 0.974 -0.802
C4 1.728 -0.165 0.001
N1 0.659 -1.112 -0.451
H1 -1.958 -1.407 0.090
H2 -2.102 -0.042 -1.045
H3 -2.129 0.263 0.703
H4 0.630 1.742 0.935
H5 2.633 -0.533 0.470

Calculated values
* HOMO: -9.777 eV
* LUMO level: 0.99 eV
* energy relative to the best compared isomer or geometry (same formula, charge and spin): 3.296 eV
* strongest force on any atom: 0.5 eV/Å
* HOMO-LUMO gap: 10.8 eV
* multiplicity: 1

=====

Entry 5:
ORCA calculation (wB97M-V/def2-TZVPD) on a gas-phase ion, C8H21NP (charge +1) in a non-equilibrium geometry.

Atoms and positions in Å:
C1 2.254 0.967 -0.989
C2 2.940 0.607 1.431
C3 -0.654 -0.727 -1.569
C4 -1.235 -2.458 0.935
C5 -2.952 1.607 -0.742
C6 0.840 -0.460 0.528
C7 1.823 0.797 0.413
C8 -0.614 -0.231 -0.147
N1 -1.608 -0.984 0.715
P1 -1.150 1.687 0.067
H1 2.570 -0.046 -1.397
H2 3.059 1.762 -0.920
H3 1.422 1.396 -1.647
H4 3.674 -0.100 1.068
H5 2.657 0.279 2.395
H6 3.514 1.584 1.667
H7 0.319 -0.534 -2.033
H8 -1.394 -0.237 -2.119
H9 -0.807 -1.783 -1.510
H10 -0.208 -2.468 1.087
H11 -1.922 -2.778 1.701
H12 -1.423 -3.094 0.102
H13 -3.405 0.597 -0.588
H14 -2.796 2.082 -1.762
H15 -3.556 2.296 -0.026
H16 0.573 -0.572 1.594
H17 1.366 -1.306 0.209
H18 1.193 1.641 0.613
H19 -1.467 -0.478 1.705
H20 -2.545 -0.959 0.318
H21 -0.469 1.915 -1.098

Calculated values
* HOMO: -13.100 eV
* SMILES: C[NH2+][C@](C)(CC(C)C)PC
* net charge: +1
* LUMO level: -3.14 eV
* energy relative to the best compared isomer or geometry (same formula, charge and spin): 0.421 eV
* strongest force on any atom: 3.9 eV/Å
* HOMO-LUMO gap: 10.0 eV
* multiplicity: 1

=====

Entry 6:
ORCA calculation (wB97M-V/def2-TZVPD) on 2 unconnected molecules or ions with the total composition C4H12NO2 in a non-equilibrium geometry.

Atoms and positions in Å:
C1 0.402 1.529 0.044
N1 0.632 0.072 -0.058
C2 -0.218 -0.418 -1.252
O1 -1.284 -1.050 -0.760
C3 1.252 2.114 1.140
C4 0.450 1.806 2.428
H1 -0.633 1.516 0.341
H2 0.715 1.877 -0.987
H3 0.333 -0.347 0.746
H4 0.532 -1.035 -1.886
H5 -0.605 0.408 -1.750
H6 2.219 1.665 1.184
H7 1.261 3.237 0.993
H8 -0.571 1.915 2.298
H9 0.952 2.271 3.264
H10 0.683 0.726 2.613
H11 -0.217 -3.230 -1.235
H12 -1.493 -2.511 -1.529
O2 -1.081 -3.598 -1.466

Calculated values
* HOMO: -3.250 eV
* net charge: -1
* LUMO level: 3.74 eV
* energy relative to the best compared isomer or geometry (same formula, charge and spin): 1.948 eV
* strongest force on any atom: 4.8 eV/Å
* HOMO-LUMO gap: 7.0 eV
* multiplicity: 1